1.
C26H42N3O5 | ωB97M-V/def2-TZVPD

Last column: Löwdin charge in e.
CARTESIAN COORDINATES (ANGSTROEM)
N  -2.03299  -3.65693  -0.52133  0.281
C  -1.27216  -3.75956  0.33300  -0.283
O  -0.41164  -3.89664  1.31855  0.120
N  -0.58995  -2.90748  2.33410  0.060
C  -1.99644  -2.54073  2.65197  0.007
C  -2.19507  -1.18873  1.95882  -0.259
C  -2.93219  -0.13475  2.78016  -0.106
C  -4.35583  0.10860  2.24964  -0.068
C  -5.33587  0.46806  3.33525  -0.542
O  -6.45418  0.04994  3.39657  0.133
O  -4.81922  1.33308  4.22574  0.113
O  -0.88441  -0.81634  1.50861  -0.017
C  0.12342  -1.55063  2.17429  -0.343
C  1.34587  -1.53419  1.29193  -0.077
C  1.10227  -1.86958  -0.18330  -0.173
C  2.06635  -1.11792  -1.11054  -0.184
C  3.52862  -1.15340  -0.67160  -0.207
C  4.52405  -0.81409  -1.78810  -0.200
C  4.06017  0.21016  -2.81725  -0.204
C  3.53756  1.53622  -2.23725  -0.208
C  2.21118  1.97084  -2.84047  -0.223
C  1.75267  3.36284  -2.38466  -0.196
C  0.25378  3.44434  -2.11848  -0.217
C  -0.59758  3.15636  -3.35498  -0.174
C  -1.99349  2.62388  -3.05543  -0.133
N  -2.04325  1.18823  -2.80919  -0.100
C  -2.91695  0.34720  -3.43379  -0.096
C  -2.70089  -0.92348  -2.99755  -0.088
C  -1.65369  -0.85971  -2.05704  -0.117
C  -1.27341  0.44776  -1.95835  -0.103
C  0.29466  -1.00267  3.61515  -0.006
C  1.73427  -0.66672  3.99506  -0.320
C  2.20857  0.71943  3.85257  -0.068
O  1.86523  0.15236  5.12332  -0.002
H  -0.18722  -3.37291  3.15104  0.209
H  -2.71001  -3.30871  2.36744  0.159
H  -2.08738  -2.44228  3.73058  0.145
H  -2.74091  -1.33233  1.02607  0.145
H  -2.98396  -0.42328  3.82984  0.122
H  -2.36735  0.79117  2.71579  0.133
H  -4.35900  0.93784  1.54419  0.142
H  -4.76222  -0.77502  1.76720  0.129
H  -5.49165  1.45945  4.91270  0.138
H  2.10986  -2.18705  1.71381  0.139
H  1.73658  -0.52136  1.36339  0.136
H  1.25774  -2.93578  -0.35156  0.120
H  0.08900  -1.60054  -0.46606  0.057
H  1.72573  -0.08127  -1.14092  0.088
H  1.95024  -1.52631  -2.11220  0.131
H  3.74788  -2.17442  -0.34220  0.114
H  3.69120  -0.52473  0.20456  0.102
H  4.72852  -1.74730  -2.31528  0.112
H  5.47794  -0.50864  -1.36033  0.113
H  3.33209  -0.23298  -3.49612  0.106
H  4.92449  0.44428  -3.43908  0.112
H  3.41500  1.43190  -1.15510  0.104
H  4.27485  2.32658  -2.37627  0.117
H  2.31262  1.93095  -3.92572  0.120
H  1.45228  1.22877  -2.58427  0.080
H  2.29641  3.65350  -1.48610  0.109
H  1.99872  4.07979  -3.16901  0.117
H  -0.01585  2.79360  -1.28622  0.090
H  0.03372  4.46176  -1.78990  0.113
H  -0.72245  4.09377  -3.89739  0.118
H  -0.10500  2.46894  -4.04147  0.117
H  -2.59861  2.77982  -3.94484  0.120
H  -2.45276  3.17159  -2.23271  0.128
H  -3.64310  0.70256  -4.14227  0.120
H  -3.23574  -1.79631  -3.32448  0.096
H  -1.22000  -1.68669  -1.52260  0.035
H  -0.50152  0.85457  -1.33330  0.092
H  -0.26816  -0.08155  3.70445  0.138
H  -0.00912  -1.73760  4.36822  0.138
H  2.46858  -1.45689  3.85725  0.150
H  3.26998  0.86029  3.70751  0.123
H  1.49105  1.45043  3.50419  0.124

Cartesian forces, eV/Å:
N -0.1 -0.2 0.1
C 0.1 0.0 0.1
O -0.1 0.2 -0.2
N 0.2 -0.6 1.3
C -0.7 0.3 0.1
C -0.2 0.1 -0.9
C 0.0 0.0 0.0
C 0.1 0.0 0.4
C 0.0 0.0 -0.2
O -0.2 -0.1 0.1
O 0.1 0.0 0.2
O 0.4 -0.3 0.4
C -1.0 1.6 -0.7
C 0.1 -0.5 -0.1
C 0.5 -0.1 -0.1
C -0.2 0.3 0.5
C 0.0 -0.5 -0.1
C -0.1 -0.3 -0.1
C 0.4 0.4 0.0
C 0.0 -0.2 0.2
C 0.1 0.0 0.0
C -0.1 -0.3 -0.3
C 0.2 0.3 0.0
C -0.1 0.0 0.2
C 0.1 0.0 -0.3
N 0.0 0.2 0.1
C -0.2 0.1 -0.2
C -0.2 -0.4 0.0
C 0.0 -0.4 0.1
C 0.2 0.0 0.2
C 1.3 -0.6 0.3
C -0.1 0.3 -0.9
C -0.2 -0.6 0.3
O 0.0 -0.1 0.1
H 0.1 -0.2 -0.2
H 0.2 -0.2 -0.3
H 0.3 0.0 0.1
H -0.1 -0.1 -0.1
H 0.1 0.0 0.1
H 0.1 0.1 0.1
H 0.0 -0.1 -0.2
H -0.1 0.0 -0.2
H 0.0 0.2 0.0
H 0.1 0.0 0.1
H -0.1 0.1 0.1
H -0.1 -0.1 0.1
H 0.2 -0.1 0.1
H 0.1 0.0 -0.2
H 0.0 0.0 -0.1
H 0.1 0.0 0.1
H -0.1 0.2 0.0
H 0.1 0.0 -0.1
H 0.0 0.1 0.1
H -0.2 0.0 0.1
H 0.0 -0.1 -0.2
H 0.0 0.1 0.1
H 0.1 0.1 0.0
H -0.1 0.0 -0.1
H -0.1 0.0 -0.1
H 0.1 0.1 0.1
H 0.1 0.2 0.1
H 0.0 -0.1 0.0
H -0.1 0.0 0.2
H 0.0 0.0 -0.1
H 0.1 -0.1 0.0
H -0.2 0.1 0.0
H 0.0 0.0 0.1
H 0.0 0.2 -0.1
H 0.0 -0.1 0.0
H -0.2 0.1 -0.3
H 0.0 0.2 -0.1
H -0.4 -0.1 0.1
H -0.4 0.2 0.1
H 0.0 -0.1 0.3
H 0.0 0.3 -0.1
H 0.2 0.3 -0.1

Total charge = +1
SMILES string = N#CO[N@@H+]1C[C@@H](CCC(=O)O)O[C@@]1(CCCCCCCCCCCCn1cccc1)C[C@H]1CO1
E_HOMO = -10.4 eV

2.
C26H42N7O | ωB97M-V/def2-TZVPD

Last column: Löwdin charge in e.
CARTESIAN COORDINATES (ANGSTROEM)
C  -4.33202  -4.04526  -4.14469  0.076
C  -3.32738  -3.91362  -5.08532  -0.119
C  -1.91181  -3.53722  -4.81953  -0.100
C  -1.57633  -2.42747  -3.98956  0.096
C  -0.17392  -2.13205  -3.82146  -0.072
N  0.87916  -2.76150  -4.29562  0.134
N  0.48782  -3.77562  -5.05928  0.103
C  -0.72737  -4.16990  -5.35537  -0.238
O  -0.85288  -5.20498  -6.18974  0.164
H  -4.28868  -4.82374  -3.36480  0.088
H  -5.18753  -3.34849  -4.23647  0.090
H  -3.60888  -4.06781  -6.15167  0.127
H  -2.32689  -1.80504  -3.48753  0.139
H  0.06624  -1.24811  -3.20360  0.089
H  1.25802  -4.31391  -5.46732  0.204
H  -1.77965  -5.49933  -6.22811  0.136
C  2.66341  -1.36126  -0.27242  -0.111
C  3.16380  0.07615  -0.17036  -0.257
C  2.02875  1.09762  -0.06467  -0.180
C  1.16909  1.02810  -1.26677  -0.210
N  0.50687  0.97649  -2.19930  0.135
H  2.06823  -1.51621  -1.17569  0.050
H  3.50475  -2.05450  -0.31584  0.073
H  2.05011  -1.62591  0.59270  0.077
H  3.78104  0.30063  -1.04306  0.115
H  3.80491  0.16856  0.70827  0.110
H  2.43931  2.10376  0.01953  0.062
H  1.41899  0.90440  0.82094  0.116
C  2.91072  7.10345  -0.56564  -0.107
C  1.89078  6.19907  0.11794  -0.259
C  2.53086  5.21444  1.10030  -0.184
C  3.48108  4.32907  0.39140  -0.231
N  4.20763  3.63777  -0.16055  0.159
H  3.61561  6.52957  -1.17085  0.070
H  2.40861  7.80598  -1.23181  0.074
H  3.47850  7.67943  0.16905  0.078
H  1.33492  5.64917  -0.64580  0.112
H  1.17021  6.81717  0.65718  0.103
H  1.76101  4.60088  1.57283  0.111
H  3.06564  5.75108  1.88630  0.109
C  -7.22004  -7.73572  -3.90751  -0.111
C  -7.93420  -6.75024  -4.82671  -0.265
C  -7.74970  -7.07788  -6.31166  -0.177
C  -6.31394  -7.03463  -6.67079  -0.234
N  -5.20454  -7.00106  -6.94818  0.131
H  -6.13887  -7.71834  -4.06191  0.064
H  -7.40293  -7.48135  -2.86253  0.074
H  -7.57374  -8.75518  -4.07484  0.081
H  -7.56476  -5.74144  -4.62321  0.101
H  -9.00067  -6.75413  -4.59340  0.112
H  -8.28799  -6.35574  -6.92699  0.119
H  -8.14071  -8.07158  -6.53669  0.124
C  1.03467  4.62716  6.63763  -0.097
C  2.30637  4.85066  5.82755  -0.279
C  2.46235  6.29511  5.34464  -0.176
C  1.32556  6.66294  4.47070  -0.233
N  0.45195  6.94138  3.78654  0.155
H  0.14075  4.81698  6.04106  0.076
H  0.98039  3.59292  6.98268  0.066
H  1.00813  5.27901  7.51413  0.080
H  2.30296  4.17532  4.96901  0.062
H  3.17086  4.58594  6.44276  0.106
H  3.39135  6.40281  4.78222  0.113
H  2.49721  6.98589  6.18902  0.121
C  2.14778  -0.23725  6.74490  -0.107
C  3.41719  -0.00959  5.93115  -0.260
C  3.56355  1.43648  5.44796  -0.174
C  2.42414  1.80184  4.57648  -0.244
N  1.54316  2.07775  3.89996  0.165
H  1.25087  -0.05250  6.15030  0.071
H  2.09957  -1.26995  7.09222  0.074
H  2.12036  0.41644  7.61999  0.078
H  3.41648  -0.68665  5.07338  0.111
H  4.28417  -0.26785  6.54280  0.111
H  4.49012  1.55318  4.88365  0.121
H  3.59459  2.12248  6.29671  0.110

Cartesian forces, eV/Å:
C 0.8 0.3 -0.6
C 0.1 -0.2 -0.2
C 1.0 0.5 1.8
C 0.6 -1.9 -1.3
C 0.0 1.7 1.3
N -2.1 0.4 0.2
N 1.2 -1.3 -1.1
C -2.4 -0.6 -0.6
O 0.6 0.5 0.5
H 0.5 1.5 0.7
H -0.5 -1.8 -0.7
H -0.1 1.6 0.4
H 0.4 -0.3 -0.3
H 0.0 -0.5 -0.3
H -0.3 0.1 0.1
H 0.2 0.0 0.0
C 0.1 0.0 0.1
C 0.1 -0.3 -0.1
C -0.1 -0.2 -0.3
C 0.4 0.3 0.9
N -0.3 -0.3 -0.5
H 0.0 0.0 0.0
H 0.0 0.0 0.0
H 0.0 0.0 0.0
H 0.0 0.1 0.1
H 0.0 0.1 0.0
H -0.1 -0.1 -0.1
H -0.1 0.0 -0.1
C 0.0 0.0 0.0
C 0.0 0.3 -0.2
C 0.0 -0.1 -0.4
C -0.5 0.6 0.7
N 0.3 -0.3 -0.3
H 0.0 0.0 0.1
H 0.0 0.0 0.1
H 0.0 0.0 0.0
H 0.0 -0.1 0.1
H 0.0 -0.1 0.1
H 0.1 -0.1 0.1
H 0.0 -0.1 0.0
C 0.0 0.0 0.1
C 0.1 -0.1 0.3
C 0.4 0.2 0.1
C -1.0 -0.1 0.0
N 0.6 0.2 0.0
H 0.0 0.0 -0.1
H 0.0 -0.1 0.0
H 0.0 0.0 0.0
H -0.1 0.0 -0.1
H 0.0 0.0 -0.1
H 0.1 -0.1 -0.1
H 0.1 0.0 0.0
C 0.0 0.0 0.0
C -0.1 -0.2 0.2
C -0.3 -0.2 -0.2
C 0.9 0.0 0.5
N -0.4 0.0 -0.4
H 0.0 0.0 0.0
H 0.0 0.0 0.0
H 0.0 0.0 0.0
H 0.0 0.3 0.1
H 0.1 0.1 -0.1
H -0.1 0.1 0.0
H 0.0 0.0 -0.1
C 0.0 0.0 0.0
C -0.2 -0.2 0.2
C -0.3 -0.2 -0.3
C 0.8 -0.2 0.5
N -0.4 0.0 -0.4
H 0.0 0.1 0.0
H 0.0 0.0 0.0
H 0.0 0.0 0.0
H 0.1 0.1 0.0
H 0.0 0.1 -0.1
H -0.1 0.1 0.0
H -0.1 0.0 -0.1

Total charge = +1
E_HOMO = -12.4 eV
Relative energy (zero: lowest compared OMol25 entry of this formula, charge and spin) = 17.0 kcal per mole

3.
C26H43BeN4O3S3Si | ωB97M-V/def2-TZVPD

Last column: Löwdin charge in e.
CARTESIAN COORDINATES (ANGSTROEM)
Be  1.34016  -1.43418  0.56508  -0.195
C  -1.91750  -2.07635  4.53373  -0.440
S  -1.98896  -3.17220  3.10072  0.827
C  -0.65882  -2.59661  2.08833  -1.068
S  0.33900  -1.29003  2.52187  0.751
N  -0.58406  -3.31232  0.99749  -0.081
N  0.41539  -2.91065  0.13501  -0.064
C  0.48527  -3.64099  -0.91088  -0.067
C  1.48502  -3.49467  -1.97169  -0.264
C  1.43687  -4.33775  -3.08043  -0.027
C  2.40749  -4.20464  -4.05828  -0.081
C  3.39390  -3.24519  -3.89945  -0.064
C  3.36012  -2.44924  -2.76048  -0.103
N  2.43133  -2.57329  -1.82419  0.134
H  -2.48833  -2.56453  5.32321  0.024
H  -2.35029  -1.10525  4.29981  0.016
H  -0.88177  -1.95304  4.83981  0.007
H  -0.24496  -4.43934  -0.99794  0.127
H  0.64740  -5.07535  -3.16787  0.107
H  2.39437  -4.84305  -4.93179  0.099
H  4.17626  -3.11976  -4.63748  0.097
H  4.10650  -1.68074  -2.58100  0.114
C  2.95990  -4.10332  1.27721  -0.049
C  3.65007  -2.82191  0.90123  -0.377
C  4.99517  -2.65792  0.66121  -0.102
C  5.20575  -1.26662  0.45501  -0.104
C  3.97793  -0.65251  0.59233  -0.368
C  3.72818  0.82717  0.59936  -0.068
N  3.00844  -1.60042  0.85982  -0.011
H  3.66261  -4.75334  1.79973  0.069
H  2.57909  -4.65835  0.41357  0.057
H  2.11395  -3.91626  1.94385  0.057
H  5.74018  -3.44255  0.64841  0.080
H  6.14635  -0.76207  0.27408  0.078
H  4.66192  1.34839  0.37849  0.067
H  3.38205  1.16151  1.58328  0.066
H  2.97289  1.12472  -0.12902  0.008
C  -1.56440  3.65652  2.18950  -0.030
C  -0.93384  2.27451  2.35551  -0.642
C  -1.35233  1.66029  3.68441  -0.047
C  0.58685  2.36366  2.26845  -0.038
O  -1.43132  1.39009  1.35110  -0.155
Si  -1.07569  1.15252  -0.23431  -0.102
S  0.58877  0.03103  -0.76288  0.546
O  -0.98176  2.69026  -0.85178  -0.167
C  -0.51994  3.23660  -2.09165  -0.655
C  -0.87946  2.32917  -3.26734  -0.037
C  -1.23840  4.57441  -2.23076  -0.039
C  0.98819  3.46288  -2.01558  -0.038
O  -2.39015  0.36322  -0.84136  -0.155
C  -3.78781  0.52329  -0.61371  -0.648
C  -4.18009  -0.18252  0.68411  -0.024
C  -4.17445  2.00237  -0.55306  -0.026
C  -4.47372  -0.14811  -1.79684  -0.038
H  -1.19942  4.33892  2.96171  0.083
H  -2.65383  3.58489  2.26877  0.081
H  -1.31628  4.05662  1.20578  0.072
H  -1.05668  2.30287  4.51875  0.086
H  -0.88051  0.68134  3.79713  0.019
H  -2.43772  1.52648  3.70709  0.084
H  0.97712  3.03970  3.03368  0.090
H  0.88917  2.73506  1.28417  0.077
H  1.02680  1.37433  2.40594  0.044
H  -1.94620  2.08974  -3.24235  0.078
H  -0.32158  1.39187  -3.20970  0.061
H  -0.65020  2.82513  -4.21427  0.084
H  -2.31974  4.41690  -2.25588  0.077
H  -0.93288  5.08406  -3.14800  0.081
H  -1.00215  5.21317  -1.37564  0.083
H  1.51201  2.50710  -2.00172  0.052
H  1.23020  4.00134  -1.09564  0.085
H  1.33143  4.05353  -2.87047  0.083
H  -3.64280  0.26186  1.52224  0.072
H  -3.91009  -1.24069  0.62877  0.088
H  -5.25765  -0.09483  0.85447  0.084
H  -3.72688  2.47826  0.32402  0.073
H  -5.26119  2.10738  -0.49889  0.084
H  -3.81245  2.52412  -1.44250  0.074
H  -4.16625  -1.19474  -1.85264  0.087
H  -4.17995  0.34634  -2.72663  0.080
H  -5.56160  -0.09830  -1.69415  0.081

Cartesian forces, eV/Å:
Be 0.2 0.0 0.5
C 0.0 0.0 -0.2
S 0.0 0.0 0.1
C 0.0 0.0 -0.2
S 0.1 -0.3 -0.1
N -0.2 0.1 0.1
N 0.1 -0.1 0.1
C 0.0 0.0 -0.1
C 0.1 0.0 0.0
C -0.1 -0.1 0.0
C 0.0 0.0 0.0
C 0.0 0.0 0.0
C -0.1 0.0 0.1
N -0.1 0.2 -0.1
H 0.0 0.0 0.0
H 0.0 0.0 0.0
H 0.0 0.0 0.1
H 0.0 -0.1 -0.1
H 0.0 0.0 0.0
H 0.0 0.0 0.0
H 0.0 0.0 0.0
H 0.0 -0.1 0.0
C 0.0 0.2 -0.1
C 0.0 0.1 0.3
C 0.0 0.1 -0.1
C -0.1 -0.1 0.0
C 0.0 -0.2 0.0
C -0.1 -0.2 0.0
N 0.0 0.1 -0.3
H 0.0 0.0 0.0
H 0.0 0.0 0.0
H 0.1 0.0 0.0
H 0.0 0.0 0.1
H -0.1 0.0 0.0
H 0.0 0.0 0.0
H 0.0 0.0 0.0
H 0.0 0.0 0.0
C -0.1 -0.1 -0.2
C 0.1 -0.1 0.0
C 0.0 -0.1 0.1
C 0.0 0.0 -0.1
O -0.2 0.2 0.0
Si 0.1 -0.2 0.0
S 0.2 0.2 -0.2
O 0.1 -0.1 -0.1
C -0.1 0.0 0.1
C 0.0 -0.1 0.1
C -0.1 0.0 0.0
C 0.0 -0.1 0.0
O -0.1 0.1 0.0
C 0.0 0.1 0.1
C 0.1 0.0 0.0
C 0.1 0.0 0.0
C 0.0 0.0 -0.1
H 0.0 0.0 0.0
H 0.1 0.0 0.0
H 0.0 0.0 0.0
H 0.0 0.0 0.0
H -0.1 0.2 0.0
H 0.0 0.1 0.0
H 0.0 0.0 0.0
H 0.0 0.0 0.1
H 0.0 0.1 0.0
H 0.0 0.0 0.0
H 0.0 0.0 0.0
H 0.0 0.0 0.0
H 0.0 0.0 0.0
H 0.0 0.0 0.0
H 0.0 0.0 0.0
H 0.0 0.0 0.0
H 0.0 0.0 -0.1
H 0.0 -0.1 0.0
H 0.0 0.0 0.0
H 0.0 0.1 0.0
H 0.0 0.0 0.0
H 0.0 0.0 -0.1
H 0.0 0.0 0.0
H 0.0 0.0 0.0
H 0.0 0.1 0.0
H 0.0 0.0 0.0
H 0.0 0.0 0.0

Total charge = -1
E_HOMO = -3.9 eV